(1)
Density functional theory data (ωB97M-V/def2-TZVPD) for a 6-piece molecular cluster, C20H32BFNO17 overall.

Gap between HOMO and LUMO (eV): 5.26

The geometry in ORCA input format:
```
! RIJCOSX wB97M-V def2-TZVPD def2/J DEFGRID3
* xyz -1 1
O -1.66 -0.38 -1.32
B -0.32 -0.70 -1.65
O 0.21 -0.16 -2.86
N 0.49 -1.54 -0.80
F 0.78 -2.69 -1.80
H -2.18 -1.16 -1.53
H 0.00 -0.84 -3.52
C -3.38 -5.51 -4.53
C -2.53 -4.41 -3.94
C -3.25 -3.10 -3.72
O -2.18 -2.16 -3.80
C -1.23 -2.69 -4.61
O -0.29 -2.10 -5.04
O -1.49 -4.00 -4.85
H -2.83 -6.45 -4.56
H -4.27 -5.66 -3.93
H -3.67 -5.27 -5.55
H -2.04 -4.75 -3.02
H -3.74 -3.04 -2.75
H -3.97 -2.88 -4.51
C 3.22 -1.07 -3.58
C 4.54 -1.38 -2.94
C 4.46 -1.53 -1.44
O 5.81 -1.17 -1.04
C 6.29 -0.32 -1.97
O 7.29 0.32 -1.85
O 5.49 -0.29 -3.06
H 3.29 -1.08 -4.67
H 2.47 -1.80 -3.26
H 2.87 -0.08 -3.28
H 5.00 -2.26 -3.39
H 4.22 -2.53 -1.11
H 3.76 -0.82 -0.99
C 8.10 1.93 0.46
C 8.46 3.05 1.40
C 7.37 4.07 1.62
O 8.12 5.25 1.95
C 9.32 5.14 1.34
O 10.11 6.03 1.25
O 9.50 3.89 0.86
H 8.88 1.17 0.43
H 7.18 1.44 0.78
H 7.97 2.29 -0.56
H 8.82 2.65 2.35
H 6.69 3.80 2.42
H 6.79 4.27 0.71
C -2.23 1.21 4.02
C -2.73 -0.07 3.40
C -1.84 -0.68 2.34
O -2.79 -1.40 1.55
C -3.97 -0.76 1.64
O -4.92 -0.96 0.95
O -3.94 0.16 2.64
H -2.89 1.50 4.83
H -1.22 1.09 4.41
H -2.23 2.02 3.29
H -2.96 -0.80 4.18
H -1.09 -1.36 2.74
H -1.35 0.06 1.70
C -8.64 2.08 2.75
C -7.25 1.90 3.29
C -7.16 1.75 4.79
O -5.84 2.23 5.06
C -5.53 3.12 4.09
O -4.60 3.85 4.11
O -6.44 3.07 3.08
H -8.64 2.07 1.66
H -9.29 1.28 3.10
H -9.05 3.04 3.06
H -6.75 1.06 2.78
H -7.27 0.72 5.13
H -7.87 2.38 5.32
*
```

Here is what Mulliken gives for the atomic charges, in e: atom 1 (O): -0.557, atom 2 (B): 0.813, atom 3 (O): -0.679, atom 4 (N): -0.472, atom 5 (F): -0.411, atom 6 (H): 0.191, atom 7 (H): 0.178, atom 8 (C): -1.483, atom 9 (C): 0.566, atom 10 (C): -0.524, atom 11 (O): -0.344, atom 12 (C): 0.696, atom 13 (O): -0.583, atom 14 (O): -0.373, atom 15 (H): 0.355, atom 16 (H): 0.374, atom 17 (H): 0.353, atom 18 (H): 0.299, atom 19 (H): 0.339, atom 20 (H): 0.304, atom 21 (C): -1.392, atom 22 (C): 0.609, atom 23 (C): -0.330, atom 24 (O): -0.345, atom 25 (C): 0.597, atom 26 (O): -0.581, atom 27 (O): -0.366, atom 28 (H): 0.403, atom 29 (H): 0.281, atom 30 (H): 0.334, atom 31 (H): 0.216, atom 32 (H): 0.296, atom 33 (H): 0.257, atom 34 (C): -1.439, atom 35 (C): 0.539, atom 36 (C): -0.483, atom 37 (O): -0.332, atom 38 (C): 0.615, atom 39 (O): -0.546, atom 40 (O): -0.356, atom 41 (H): 0.349, atom 42 (H): 0.375, atom 43 (H): 0.381, atom 44 (H): 0.257, atom 45 (H): 0.328, atom 46 (H): 0.315, atom 47 (C): -1.412, atom 48 (C): 0.580, atom 49 (C): -0.512, atom 50 (O): -0.293, atom 51 (C): 0.595, atom 52 (O): -0.601, atom 53 (O): -0.221, atom 54 (H): 0.313, atom 55 (H): 0.398, atom 56 (H): 0.336, atom 57 (H): 0.198, atom 58 (H): 0.345, atom 59 (H): 0.228, atom 60 (C): -1.556, atom 61 (C): 0.810, atom 62 (C): -0.503, atom 63 (O): -0.323, atom 64 (C): 0.651, atom 65 (O): -0.542, atom 66 (O): -0.352, atom 67 (H): 0.364, atom 68 (H): 0.371, atom 69 (H): 0.367, atom 70 (H): 0.090, atom 71 (H): 0.321, atom 72 (H): 0.324

=====

(2)
Density functional theory data (ωB97M-V/def2-TZVPD) for C20H32BN10Pd as an isolated structure.

Gap between HOMO and LUMO (alpha / beta) (eV): 8.81 / 4.91
Energy relative to the best compared isomer or geometry (same formula, charge and spin) (eV): 0.000
<S²>: 6.020

The geometry in ORCA input format:
```
! RIJCOSX wB97M-V def2-TZVPD def2/J DEFGRID3
* xyz 3 5
Pd 0.09 -0.55 0.17
C -2.07 -3.54 0.35
C -1.71 -3.12 -1.01
C -1.98 -3.66 -2.24
C -1.39 -2.82 -3.18
C -1.33 -2.92 -4.64
N -0.77 -1.76 -2.46
N -0.95 -1.94 -1.20
B 0.14 -0.58 -3.03
N 1.52 -0.73 -2.47
N 1.75 -0.73 -1.12
C 3.06 -0.84 -0.92
C 3.66 -0.87 0.44
C 3.70 -0.91 -2.16
C 2.72 -0.84 -3.12
C 2.85 -0.87 -4.60
N -0.50 0.77 -2.52
N -0.62 1.03 -1.13
C -1.04 2.24 -0.95
C -1.28 2.87 0.37
C -1.23 2.84 -2.25
C -0.85 1.83 -3.22
C -0.83 1.96 -4.69
H -2.67 -4.45 0.34
H -1.16 -3.73 0.93
H -2.62 -2.75 0.86
H -2.53 -4.56 -2.44
H -1.87 -3.79 -4.99
H -1.75 -2.02 -5.10
H -0.28 -2.99 -4.97
H 0.10 -0.60 -4.21
H 2.91 -0.77 1.22
H 4.20 -1.80 0.59
H 4.38 -0.06 0.55
H 4.76 -1.01 -2.33
H 3.90 -0.96 -4.87
H 2.32 -1.73 -5.03
H 2.45 0.03 -5.07
H -1.05 2.18 1.18
H -0.67 3.76 0.47
H -2.32 3.18 0.45
H -1.57 3.85 -2.47
H -1.19 2.94 -4.99
H 0.18 1.81 -5.07
H -1.47 1.20 -5.15
C 0.30 3.09 5.29
C -0.27 1.92 6.09
C -1.80 1.88 6.01
C 0.36 0.59 5.70
N 0.14 0.26 4.27
C -0.93 -0.31 3.69
N -0.70 -0.35 2.39
N 0.53 0.19 2.24
N 1.04 0.55 3.35
H -0.07 4.03 5.68
H 0.00 3.03 4.24
H 1.39 3.11 5.33
H 0.01 2.05 7.14
H -2.15 1.79 4.98
H -2.22 2.80 6.40
H -2.21 1.05 6.59
H -0.05 -0.24 6.28
H 1.44 0.60 5.83
H -1.80 -0.65 4.21
*
```

Here is what natural (NBO) gives for the atomic charges, in e: atom 1 (Pd): 1.241, atom 2 (C): -0.689, atom 3 (C): 0.325, atom 4 (C): -0.330, atom 5 (C): 0.419, atom 6 (C): -0.702, atom 7 (N): -0.228, atom 8 (N): -0.187, atom 9 (B): 0.510, atom 10 (N): -0.392, atom 11 (N): -0.394, atom 12 (C): 0.246, atom 13 (C): -0.659, atom 14 (C): -0.314, atom 15 (C): 0.268, atom 16 (C): -0.661, atom 17 (N): -0.280, atom 18 (N): -0.282, atom 19 (C): 0.246, atom 20 (C): -0.670, atom 21 (C): 0.026, atom 22 (C): 0.339, atom 23 (C): -0.686, atom 24 (H): 0.285, atom 25 (H): 0.271, atom 26 (H): 0.269, atom 27 (H): 0.296, atom 28 (H): 0.286, atom 29 (H): 0.278, atom 30 (H): 0.286, atom 31 (H): 0.015, atom 32 (H): 0.215, atom 33 (H): 0.266, atom 34 (H): 0.267, atom 35 (H): 0.270, atom 36 (H): 0.271, atom 37 (H): 0.237, atom 38 (H): 0.235, atom 39 (H): 0.241, atom 40 (H): 0.283, atom 41 (H): 0.280, atom 42 (H): 0.270, atom 43 (H): 0.278, atom 44 (H): 0.283, atom 45 (H): 0.277, atom 46 (C): -0.613, atom 47 (C): -0.235, atom 48 (C): -0.619, atom 49 (C): -0.216, atom 50 (N): -0.126, atom 51 (C): 0.210, atom 52 (N): -0.386, atom 53 (N): -0.187, atom 54 (N): 0.041, atom 55 (H): 0.248, atom 56 (H): 0.179, atom 57 (H): 0.229, atom 58 (H): 0.248, atom 59 (H): 0.180, atom 60 (H): 0.253, atom 61 (H): 0.224, atom 62 (H): 0.240, atom 63 (H): 0.255, atom 64 (H): 0.270

=====

(3)
Density functional theory data (ωB97M-V/def2-TZVPD) for a 2-piece molecular cluster, C20H32BrIN3O5 overall.

Gap between HOMO and LUMO (eV): 7.20

The geometry in ORCA input format:
```
! RIJCOSX wB97M-V def2-TZVPD def2/J DEFGRID3
* xyz 1 1
C -3.05 -0.89 4.44
C -2.61 -0.67 3.35
C -2.42 -0.36 1.99
C -2.44 0.96 1.58
N -2.64 2.03 2.50
C -2.28 1.24 0.24
C -2.30 2.67 -0.20
O -3.29 3.25 -0.51
O -1.05 3.19 -0.15
O -0.98 4.38 -0.93
C -0.11 4.15 -2.01
C 1.28 3.69 -1.61
O 2.07 3.76 -2.77
C 2.99 2.69 -2.89
C 3.79 2.89 -4.16
C -2.11 0.21 -0.67
C -1.99 0.60 -2.12
N -3.35 0.62 -2.67
C -2.07 -1.11 -0.25
C -1.86 -2.20 -1.26
I 0.14 -2.99 -0.95
C -3.02 -3.23 -1.36
C -2.64 -4.71 -1.33
N -2.22 -1.36 1.07
Br -2.16 -3.09 1.77
H -3.47 -1.00 5.41
H -3.64 2.15 2.64
H -2.19 1.84 3.39
H -0.01 5.10 -2.52
H -0.51 3.45 -2.74
H 1.30 2.70 -1.15
H 1.70 4.38 -0.87
H 3.69 2.71 -2.05
H 2.49 1.73 -2.96
H 3.15 3.11 -5.00
H 4.52 3.68 -4.05
H 4.33 1.97 -4.40
H -1.55 1.60 -2.21
H -1.36 -0.06 -2.70
H -3.92 1.29 -2.17
H -3.34 0.84 -3.66
H -1.78 -1.75 -2.22
H -3.55 -3.09 -2.29
H -3.70 -3.08 -0.52
H -3.53 -5.31 -1.47
H -2.22 -5.01 -0.38
H -1.98 -4.97 -2.15
C 5.03 -2.50 3.19
C 4.40 -1.31 2.49
O 3.28 -1.63 1.68
C 2.18 -2.23 2.34
C 1.57 -1.37 3.44
H 5.32 -3.25 2.46
H 5.91 -2.19 3.75
H 4.34 -2.97 3.89
H 5.12 -0.86 1.82
H 4.13 -0.53 3.22
H 2.46 -3.22 2.74
H 1.44 -2.40 1.57
H 2.27 -1.18 4.25
H 0.70 -1.87 3.86
H 1.26 -0.40 3.04
*
```

Here is what natural (NBO) gives for the atomic charges, in e: atom 1 (C): -0.034, atom 2 (C): -0.134, atom 3 (C): 0.135, atom 4 (C): 0.181, atom 5 (N): -0.808, atom 6 (C): -0.055, atom 7 (C): 0.767, atom 8 (O): -0.505, atom 9 (O): -0.269, atom 10 (O): -0.206, atom 11 (C): -0.102, atom 12 (C): -0.092, atom 13 (O): -0.541, atom 14 (C): -0.060, atom 15 (C): -0.621, atom 16 (C): 0.076, atom 17 (C): -0.260, atom 18 (N): -0.838, atom 19 (C): 0.229, atom 20 (C): -0.352, atom 21 (I): 0.166, atom 22 (C): -0.428, atom 23 (C): -0.608, atom 24 (N): -0.334, atom 25 (Br): 0.387, atom 26 (H): 0.261, atom 27 (H): 0.399, atom 28 (H): 0.395, atom 29 (H): 0.232, atom 30 (H): 0.163, atom 31 (H): 0.175, atom 32 (H): 0.185, atom 33 (H): 0.170, atom 34 (H): 0.157, atom 35 (H): 0.216, atom 36 (H): 0.216, atom 37 (H): 0.214, atom 38 (H): 0.197, atom 39 (H): 0.215, atom 40 (H): 0.377, atom 41 (H): 0.382, atom 42 (H): 0.252, atom 43 (H): 0.241, atom 44 (H): 0.207, atom 45 (H): 0.231, atom 46 (H): 0.205, atom 47 (H): 0.222, atom 48 (C): -0.646, atom 49 (C): -0.066, atom 50 (O): -0.538, atom 51 (C): -0.066, atom 52 (C): -0.648, atom 53 (H): 0.216, atom 54 (H): 0.225, atom 55 (H): 0.201, atom 56 (H): 0.193, atom 57 (H): 0.159, atom 58 (H): 0.165, atom 59 (H): 0.174, atom 60 (H): 0.218, atom 61 (H): 0.207, atom 62 (H): 0.201

=====

(4)
Density functional theory data (ωB97M-V/def2-TZVPD) for C20H32IN3O2PtSi as an isolated structure.

Gap between HOMO and LUMO (eV): 6.81
Energy relative to the best compared isomer or geometry (same formula, charge and spin) (eV): 0.000

The geometry in ORCA input format:
```
! RIJCOSX wB97M-V def2-TZVPD def2/J DEFGRID3
* xyz 0 1
Pt 0.97 0.59 0.25
C -1.85 -1.57 -1.58
Si -0.30 -0.80 -2.33
C 0.14 -1.68 -3.92
C -0.74 0.98 -2.73
N 1.04 -0.77 -1.24
C 1.95 -1.81 -1.10
C 3.27 -1.54 -0.71
C 4.20 -2.56 -0.54
C 3.85 -3.88 -0.77
C 2.55 -4.17 -1.17
C 1.61 -3.15 -1.32
H -2.72 -1.45 -2.24
H -2.06 -1.09 -0.63
H -1.73 -2.64 -1.39
H -0.57 -1.39 -4.71
H 0.10 -2.77 -3.85
H 1.14 -1.40 -4.25
H -1.59 1.02 -3.41
H 0.10 1.49 -3.21
H -0.99 1.53 -1.82
H 3.56 -0.51 -0.54
H 5.21 -2.31 -0.23
H 4.57 -4.67 -0.64
H 2.25 -5.19 -1.35
H 0.60 -3.40 -1.59
I 2.31 2.81 -0.76
C 1.68 3.17 1.21
C 1.85 4.32 1.94
C 1.34 4.31 3.24
C 0.71 3.17 3.72
C 0.57 2.07 2.90
N 1.06 2.08 1.66
H 2.35 5.18 1.53
H 1.45 5.18 3.86
H 0.30 3.15 4.72
H 0.07 1.16 3.18
C -1.35 -2.30 2.26
C -0.10 -1.81 1.54
C 1.17 -2.21 2.29
O -0.22 -0.40 1.44
H -1.33 -3.38 2.36
H -2.24 -2.02 1.70
H -1.41 -1.85 3.26
H -0.07 -2.26 0.55
H 1.15 -1.79 3.30
H 2.05 -1.83 1.77
H 1.26 -3.29 2.36
C -3.80 1.33 -0.51
N -2.99 2.46 -0.13
C -3.01 3.63 -0.99
C -2.29 2.47 1.02
O -1.60 3.40 1.43
H -4.86 1.61 -0.56
H -3.68 0.53 0.21
H -3.49 0.96 -1.49
H -2.61 3.39 -1.97
H -2.41 4.41 -0.53
H -4.04 3.98 -1.10
H -2.39 1.53 1.59
*
```

Here is what natural (NBO) gives for the atomic charges, in e: atom 1 (Pt): 0.796, atom 2 (C): -1.153, atom 3 (Si): 1.842, atom 4 (C): -1.135, atom 5 (C): -1.141, atom 6 (N): -1.143, atom 7 (C): 0.166, atom 8 (C): -0.215, atom 9 (C): -0.216, atom 10 (C): -0.264, atom 11 (C): -0.185, atom 12 (C): -0.290, atom 13 (H): 0.227, atom 14 (H): 0.238, atom 15 (H): 0.233, atom 16 (H): 0.232, atom 17 (H): 0.237, atom 18 (H): 0.241, atom 19 (H): 0.227, atom 20 (H): 0.231, atom 21 (H): 0.235, atom 22 (H): 0.200, atom 23 (H): 0.206, atom 24 (H): 0.208, atom 25 (H): 0.206, atom 26 (H): 0.206, atom 27 (I): 0.315, atom 28 (C): 0.125, atom 29 (C): -0.281, atom 30 (C): -0.133, atom 31 (C): -0.220, atom 32 (C): 0.090, atom 33 (N): -0.491, atom 34 (H): 0.241, atom 35 (H): 0.228, atom 36 (H): 0.231, atom 37 (H): 0.252, atom 38 (C): -0.613, atom 39 (C): 0.081, atom 40 (C): -0.633, atom 41 (O): -0.788, atom 42 (H): 0.208, atom 43 (H): 0.206, atom 44 (H): 0.198, atom 45 (H): 0.168, atom 46 (H): 0.193, atom 47 (H): 0.221, atom 48 (H): 0.209, atom 49 (C): -0.401, atom 50 (N): -0.427, atom 51 (C): -0.424, atom 52 (C): 0.540, atom 53 (O): -0.665, atom 54 (H): 0.191, atom 55 (H): 0.218, atom 56 (H): 0.205, atom 57 (H): 0.203, atom 58 (H): 0.240, atom 59 (H): 0.194, atom 60 (H): 0.130

=====

| no. | DFT total energy (eV) | maximum force (hartree/bohr) |
| --- | --- | --- |
| 1 | -60953.538 | 0.0258 |
| 2 | -40288.390 | 0.0047 |
| 3 | -114097.010 | 0.0199 |
| 4 | -49050.724 | 0.0041 |